Record 1
Formula: C17H40FNO9S
Source: OMol25
Level of theory: wB97M-V/def2-TZVPD

```
! RIJCOSX wB97M-V def2-TZVPD def2/J DEFGRID3
* xyz 0 1
C 2.19 -4.82 -1.77
C 2.30 -3.44 -1.43
N 2.32 -2.32 -2.36
C 1.34 -2.46 -3.47
C -0.11 -2.75 -3.00
C -0.91 -3.61 -3.89
C -2.31 -3.94 -3.62
C -2.92 -3.40 -2.41
C -2.13 -2.55 -1.51
C -0.74 -2.22 -1.80
C 0.02 -1.28 -0.82
S 3.89 -2.00 -2.91
O 4.58 -1.25 -1.82
O 3.95 -1.19 -4.10
F 4.75 -3.40 -3.05
H 1.19 -5.31 -1.89
H 3.11 -5.46 -1.85
H 2.42 -3.18 -0.34
H 1.31 -1.50 -4.06
H 1.64 -3.27 -4.20
H -0.46 -4.02 -4.83
H -2.84 -4.60 -4.34
H -3.97 -3.66 -2.16
H -2.66 -2.17 -0.60
H 0.42 -0.34 -1.31
H 0.80 -1.79 -0.20
H -0.75 -0.91 -0.07
C -2.17 1.44 2.03
O -0.88 0.92 1.74
H -2.73 0.69 2.59
H -2.07 2.35 2.64
H -2.70 1.67 1.10
H -0.40 1.59 1.25
C -1.26 0.77 5.88
O -0.71 1.62 4.88
H -1.11 1.24 6.85
H -2.33 0.64 5.70
H -0.76 -0.20 5.86
H -0.85 1.19 4.02
C 0.27 2.55 -3.31
O -0.23 1.26 -2.96
H -0.31 3.30 -2.78
H 1.32 2.64 -3.01
H 0.17 2.70 -4.39
H 0.30 0.61 -3.43
C 2.19 -0.03 3.20
O 2.40 1.18 3.92
H 3.13 -0.31 2.72
H 1.88 -0.82 3.88
H 1.43 0.12 2.43
H 1.56 1.41 4.34
C 5.37 2.15 -0.55
O 4.12 2.13 -1.22
H 5.40 3.00 0.13
H 5.50 1.23 0.03
H 6.18 2.25 -1.28
H 4.14 1.36 -1.80
C -3.03 3.32 -2.20
O -3.52 2.03 -1.85
H -3.62 4.06 -1.67
H -1.99 3.41 -1.90
H -3.13 3.47 -3.28
H -2.98 1.38 -2.33
C -4.54 3.16 6.08
O -3.34 2.59 6.59
H -5.37 2.80 6.69
H -4.49 4.25 6.14
H -4.69 2.84 5.04
H -2.61 2.91 6.04
*
```

SMILES: C=CN(Cc1ccccc1C)S(=O)(=O)F.CO.CO.CO.CO.CO.CO.CO
Frontier orbital gap (Eh): 0.2426
LUMO energy (eV): -1.9
Electronic energy (eV): -51738.357



Record 2
Formula: C17H40N5O6
Source: OMol25
Level of theory: wB97M-V/def2-TZVPD

```
! RIJCOSX wB97M-V def2-TZVPD def2/J DEFGRID3
* xyz -1 1
C -2.90 -9.52 7.77
C -2.28 -8.17 8.19
O -1.82 -7.32 7.15
H -3.66 -9.18 7.07
H -3.42 -10.07 8.55
H -2.14 -10.05 7.18
H -1.39 -8.20 8.81
H -3.03 -7.70 8.83
C -3.03 -8.65 0.64
O -2.53 -7.50 0.51
N -2.99 -9.65 -0.22
C -3.44 -10.97 0.03
C -2.10 -9.41 -1.48
H -3.63 -8.83 1.54
H -3.30 -11.11 1.10
H -2.87 -11.80 -0.37
H -4.50 -11.07 -0.21
H -1.72 -8.41 -1.70
H -1.24 -10.08 -1.41
H -2.81 -9.66 -2.26
C -4.76 1.18 10.34
O -5.39 2.16 10.76
N -5.27 -0.07 10.07
C -6.57 -0.31 10.53
C -4.60 -1.19 9.56
H -3.68 1.25 10.16
H -6.70 -1.21 11.13
H -7.32 -0.10 9.77
H -6.97 0.30 11.33
H -4.54 -1.94 10.34
H -5.31 -1.66 8.87
H -3.63 -0.88 9.16
C 3.30 -18.33 5.10
O 3.68 -19.24 4.37
N 2.10 -17.64 4.86
C 1.51 -16.68 5.82
C 1.25 -18.12 3.83
H 3.74 -17.90 6.01
H 2.10 -16.48 6.71
H 0.49 -17.03 5.98
H 1.31 -15.76 5.26
H 0.26 -18.19 4.27
H 1.09 -17.32 3.10
H 1.61 -18.96 3.22
C 3.23 -1.98 10.77
O 3.08 -2.79 9.86
N 3.43 -2.29 12.04
C 3.52 -1.40 13.19
C 3.65 -3.73 12.33
H 3.16 -0.89 10.64
H 3.07 -0.43 12.94
H 4.59 -1.39 13.38
H 3.19 -1.73 14.17
H 4.72 -3.84 12.14
H 3.62 -3.95 13.40
H 3.02 -4.43 11.78
C 5.03 -15.17 11.54
O 5.19 -16.42 11.61
N 3.91 -14.44 11.82
C 3.73 -13.11 11.25
C 2.63 -14.97 12.34
H 5.83 -14.57 11.08
H 2.84 -12.55 11.55
H 3.37 -13.23 10.23
H 4.56 -12.41 11.17
H 2.15 -15.42 11.47
H 2.58 -15.77 13.07
H 2.04 -14.13 12.70
*
```

ΔE to the lowest compared entry with this formula, charge and spin (kcal/mol): 105.4
Frontier orbital gap (Eh): 0.1350
LUMO energy (eV): 1.8
Electronic energy (eV): -38008.519



Record 3
Formula: C17H40NP3SeY
Source: OMol25
Level of theory: wB97M-V/def2-TZVPD

```
! RIJCOSX wB97M-V def2-TZVPD def2/J DEFGRID3
* xyz 3 1
Y -1.14 0.03 0.06
P -2.11 -2.18 1.48
P 1.12 -0.18 2.38
P 1.05 -1.10 -1.15
H -3.14 1.61 -0.96
C -2.80 0.62 -1.33
C -1.65 0.52 -2.17
H -1.08 1.44 -2.45
C -3.45 -1.86 2.69
C -1.07 -3.36 2.43
C -2.93 -3.30 0.27
C 2.42 1.11 2.58
C 0.36 -0.02 4.05
C 2.22 -1.63 2.71
C 0.97 -1.14 -2.97
C 1.24 -2.88 -0.74
C 2.71 -0.38 -0.90
H -3.60 -0.11 -1.38
H -1.71 -0.13 -3.06
H -4.17 -1.13 2.29
H -3.04 -1.46 3.63
H -3.97 -2.81 2.89
H -0.68 -2.89 3.34
H -0.22 -3.70 1.83
H -1.70 -4.22 2.71
H -3.52 -2.72 -0.44
H -3.58 -3.98 0.83
H -2.18 -3.87 -0.28
H 3.12 0.82 3.38
H 1.95 2.06 2.85
H 2.98 1.25 1.65
H 1.08 -0.37 4.80
H -0.55 -0.62 4.13
H 0.12 1.03 4.26
H 2.76 -1.44 3.64
H 2.95 -1.78 1.91
H 1.63 -2.56 2.83
H 1.88 -1.65 -3.34
H 0.93 -0.11 -3.35
H 0.08 -1.68 -3.30
H 1.89 -3.33 -1.51
H 0.27 -3.40 -0.74
H 1.71 -3.00 0.25
H 3.38 -0.84 -1.65
H 3.09 -0.59 0.10
H 2.70 0.71 -1.06
C 0.91 3.88 -2.01
C -0.33 3.95 -2.68
C -0.40 3.76 -4.06
C 0.76 3.43 -4.79
C 1.95 3.18 -4.10
C 2.00 3.34 -2.71
Se 1.05 4.52 -0.20
H 2.24 3.73 0.13
H -1.23 4.20 -2.11
H -1.35 3.86 -4.60
H 0.72 3.35 -5.88
H 2.84 2.86 -4.65
H 2.90 3.06 -2.15
N -2.00 1.84 1.48
H -2.97 2.09 1.31
H -1.44 2.68 1.39
H -1.96 1.54 2.46
*
```

ΔE to the lowest compared entry with this formula, charge and spin (kcal/mol): 28.3
Frontier orbital gap (spin up / spin down) (Eh): 0.2270 / 0.1058
LUMO energy (spin up / spin down) (eV): -11.0 / -12.8
Electronic energy (eV): -113996.894



Record 4
Formula: C17H41BeCl2LiN2NaO11PSSi
Source: OMol25
Level of theory: wB97M-V/def2-TZVPD

```
! RIJCOSX wB97M-V def2-TZVPD def2/J DEFGRID3
* xyz 0 1
C -2.36 0.92 2.87
C -2.38 2.30 1.98
C -2.14 2.09 0.37
C -3.54 1.67 -0.40
O -3.35 0.80 -1.57
S -2.11 1.35 -2.60
O -2.46 2.70 -3.29
O -1.84 0.24 -3.68
C -0.49 1.45 -1.60
C -0.93 1.06 -0.03
C 0.44 1.20 0.86
C 1.21 -0.28 0.75
O 0.41 -1.23 1.55
Si 0.19 -2.77 0.73
C 1.83 -3.78 0.61
C -1.01 -3.83 1.87
C -0.63 -2.67 -1.01
H -1.94 1.19 3.96
H -1.68 0.07 2.46
H -3.43 0.44 3.03
H -1.63 3.12 2.41
H -3.46 2.78 2.09
H -1.84 3.16 -0.07
H -4.16 2.63 -0.72
H -4.25 1.07 0.35
H 0.34 0.71 -1.99
H -0.08 2.56 -1.52
H -1.33 -0.04 -0.01
H 1.15 1.99 0.37
H 0.28 1.46 1.99
H 2.30 -0.16 1.18
H 1.20 -0.57 -0.40
H 2.46 -3.63 1.60
H 2.44 -3.52 -0.37
H 1.53 -4.92 0.59
H -0.51 -3.85 2.95
H -1.16 -4.89 1.40
H -2.04 -3.22 1.94
H -1.55 -1.93 -1.08
H 0.18 -2.47 -1.86
H -1.07 -3.75 -1.24
C -3.30 6.11 -2.00
C -3.76 5.33 -0.78
N -4.14 4.68 0.24
H -2.84 5.43 -2.72
H -4.16 6.60 -2.47
H -2.57 6.87 -1.70
Cl -2.93 -3.52 -0.54
C -6.63 2.48 -3.20
O -6.38 1.09 -3.21
H -7.61 2.67 -3.66
H -6.65 2.84 -2.17
H -5.86 3.01 -3.76
H -5.51 0.96 -2.80
Na 4.15 -3.14 0.59
Be -6.99 1.57 -5.66
O 2.48 1.71 -2.68
H 2.40 1.40 -3.59
H 2.54 2.68 -2.76
O -7.19 7.02 -1.20
P -6.49 8.36 -1.48
O -5.50 8.66 -0.34
O -7.54 9.48 -1.56
O -5.74 8.27 -2.81
C 7.77 -4.99 3.21
C 7.96 -5.42 1.79
O 7.16 -5.27 0.90
N 9.11 -6.10 1.33
C 10.27 -6.31 2.19
H 6.80 -4.50 3.32
H 7.79 -5.86 3.87
H 8.55 -4.28 3.49
H 9.33 -5.61 0.45
H 8.72 -6.97 0.95
H 10.82 -5.37 2.27
H 10.89 -7.08 1.72
H 9.94 -6.66 3.17
Li 3.13 -2.67 3.55
Cl 9.36 -2.91 3.57
*
```

Frontier orbital gap (Eh): 0.0407
LUMO energy (eV): -5.2
Electronic energy (eV): -101846.376



Record 5
Formula: C17H41BrF3N3O11PS
Source: OMol25
Level of theory: wB97M-V/def2-TZVPD

```
! RIJCOSX wB97M-V def2-TZVPD def2/J DEFGRID3
* xyz 1 1
C 4.15 5.30 0.55
C 3.61 4.38 1.61
N 4.18 4.36 2.74
C 2.36 3.59 1.21
C 2.18 2.18 1.79
C 1.50 2.27 3.19
C 0.03 2.72 3.10
C -0.93 1.67 3.69
C -1.39 0.70 2.64
O -1.19 -0.49 2.67
O -2.01 1.28 1.60
C 3.47 1.37 1.95
N 3.74 0.30 0.89
S 4.73 0.88 -0.54
O 5.26 -0.29 -1.14
O 5.58 1.83 0.07
C 3.64 1.82 -1.84
F 2.36 1.77 -1.59
F 3.94 1.25 -2.99
F 4.08 3.07 -1.80
C 2.52 -0.62 0.68
Br 2.33 -1.30 -1.11
P 2.82 -2.19 1.73
N 1.24 -2.75 1.62
O 2.85 -1.50 3.24
C 1.25 0.11 1.13
O 1.28 1.50 0.93
H 3.33 5.79 0.01
H 4.78 4.76 -0.15
H 4.74 6.08 1.03
H 3.72 3.74 3.40
H 2.34 3.53 0.12
H 1.49 4.19 1.47
H 2.05 2.94 3.85
H 1.54 1.29 3.67
H -0.11 3.64 3.66
H -0.26 2.94 2.07
H -0.49 1.12 4.52
H -1.81 2.19 4.07
H -2.74 0.71 1.31
H 4.37 1.98 2.05
H 3.39 0.77 2.85
H 4.46 -0.29 1.34
H 0.58 -2.26 2.23
H 1.19 -3.73 1.89
H 3.72 -1.60 3.63
H 1.01 -0.14 2.17
H 0.43 -0.27 0.51
C -1.34 -2.40 -0.70
O -1.73 -1.19 -0.05
H -1.63 -2.33 -1.75
H -0.25 -2.54 -0.64
H -1.84 -3.26 -0.27
H -1.49 -1.23 0.88
C -4.40 -3.53 -2.90
O -3.11 -4.06 -2.59
H -4.52 -2.62 -2.31
H -4.50 -3.30 -3.96
H -5.19 -4.24 -2.62
H -3.00 -4.87 -3.10
C -7.76 -4.17 -5.25
O -6.48 -4.75 -4.99
H -7.83 -3.27 -4.65
H -7.88 -3.90 -6.30
H -8.57 -4.84 -4.96
H -6.41 -5.55 -5.52
C -5.75 2.07 0.52
O -4.95 2.92 1.33
H -6.79 2.29 0.75
H -5.58 2.24 -0.55
H -5.57 1.01 0.73
H -4.03 2.75 1.13
C 1.20 -3.76 -4.06
O 2.20 -2.94 -3.45
H 0.24 -3.45 -3.65
H 1.19 -3.63 -5.14
H 1.36 -4.82 -3.82
H 3.06 -3.20 -3.79
*
```

Frontier orbital gap (Eh): 0.3120
LUMO energy (eV): -3.3
Electronic energy (eV): -143596.030



Record 6
Formula: C17H41N5O6P
Source: OMol25
Level of theory: wB97M-V/def2-TZVPD

```
! RIJCOSX wB97M-V def2-TZVPD def2/J DEFGRID3
* xyz 1 1
C 6.76 1.94 2.16
C 5.68 2.83 1.54
C 4.65 3.33 2.57
C 3.16 3.24 2.14
C 2.87 3.63 0.69
P 2.54 1.58 2.38
O 3.41 0.47 1.68
N 3.07 0.21 0.05
O 3.88 -0.41 -0.37
H 7.71 2.04 1.63
H 6.95 2.19 3.21
H 6.48 0.88 2.13
H 5.18 2.29 0.74
H 6.16 3.69 1.07
H 4.82 4.38 2.81
H 4.78 2.78 3.52
H 2.58 3.85 2.84
H 3.17 2.86 -0.02
H 1.80 3.79 0.53
H 3.41 4.54 0.42
H 2.49 1.23 3.72
H 1.25 1.50 1.85
C -0.49 1.20 -0.52
C 0.36 1.87 -1.58
O 0.77 3.01 -1.44
N 0.64 1.15 -2.70
C 0.20 -0.19 -3.02
H -0.63 1.91 0.29
H -1.46 0.89 -0.92
H -0.01 0.28 -0.15
H 1.20 1.65 -3.37
H 1.05 -0.85 -3.19
H -0.41 -0.18 -3.93
H -0.42 -0.59 -2.23
C -4.48 -0.18 -2.51
C -3.70 -1.12 -1.63
O -2.48 -1.23 -1.73
N -4.38 -1.85 -0.72
C -5.81 -1.87 -0.50
H -3.77 0.31 -3.18
H -5.20 -0.74 -3.10
H -5.00 0.58 -1.93
H -3.81 -2.48 -0.19
H -6.05 -1.59 0.53
H -6.22 -2.86 -0.70
H -6.30 -1.17 -1.16
C -0.71 0.56 6.18
C -0.17 0.82 4.81
O 0.45 1.84 4.51
N -0.37 -0.11 3.83
C -1.01 -1.40 3.89
H -0.45 1.41 6.81
H -1.79 0.44 6.16
H -0.28 -0.35 6.60
H 0.04 0.27 2.99
H -0.32 -2.20 3.63
H -1.87 -1.44 3.21
H -1.37 -1.58 4.90
C -3.39 -5.05 -4.82
C -3.38 -3.66 -4.23
O -4.39 -3.17 -3.74
N -2.21 -2.98 -4.24
C -0.94 -3.39 -4.78
H -4.39 -5.45 -4.71
H -3.11 -5.04 -5.87
H -2.69 -5.71 -4.29
H -2.26 -2.09 -3.76
H -0.18 -3.46 -4.00
H -0.59 -2.69 -5.54
H -1.03 -4.37 -5.24
*
```

Frontier orbital gap (Eh): 0.2358
LUMO energy (eV): -4.8
Electronic energy (eV): -47311.572